Formula: C27H25AlAs2O7S5
Source: OMol25
Level of theory: ωB97M-V with the def2-TZVPD basis set

The geometry in XYZ format:
```
67
Properties=species:S:1:pos:R:3:forces:R:3
Al -2.83836 -0.45503 0.34113 -0.001 -0.195 0.054
O -3.48233 5.56899 0.49757 0.109 -0.413 -0.032
C -3.32778 4.36630 0.46003 -0.067 0.336 0.033
C -3.63642 3.45441 -0.72515 0.004 0.192 -0.165
O -3.96955 3.82324 -1.84004 0.033 -0.122 0.261
C -3.39053 2.11689 -0.21379 -0.014 0.028 -0.014
C -2.94201 2.13466 1.10980 0.071 -0.043 0.162
O -2.66503 1.01283 1.65744 -0.088 0.010 -0.009
C -2.76074 3.50171 1.58199 0.105 0.145 0.105
O -2.22050 3.90874 2.60040 -0.153 -0.100 -0.234
O -3.47732 0.96187 -0.77872 -0.080 -0.021 -0.094
S -5.15482 -4.67511 0.63708 0.038 0.083 -0.017
As -3.41182 -3.50792 0.39900 0.049 -0.188 0.081
S -3.23233 -1.95318 2.01217 0.064 0.014 0.009
S -3.56646 -2.01237 -1.22879 0.045 0.110 -0.030
S -1.59180 -4.62324 0.22735 -0.082 0.072 -0.003
C 2.50572 0.71085 4.35960 -0.061 0.016 -0.007
C 1.03111 0.97568 4.11574 -0.046 -0.074 0.055
S 0.33448 0.00098 2.75166 -0.082 -0.027 -0.137
O 1.42206 -0.02839 1.70719 0.120 -0.040 0.130
C 0.29919 -1.62738 3.57576 0.020 0.091 -0.018
C 0.62099 -2.73445 2.59054 -0.056 0.001 0.032
H 2.89892 1.40770 5.10121 0.006 0.016 0.009
H 3.05695 0.83336 3.43026 0.045 0.017 -0.064
H 2.68207 -0.30147 4.71860 0.014 -0.065 0.030
H 0.85578 2.01329 3.83283 -0.012 0.046 -0.033
H 0.40692 0.76335 4.98541 -0.023 0.002 0.039
H -0.73074 -1.72224 3.92204 -0.049 0.025 0.053
H 0.97590 -1.61730 4.43090 0.061 -0.012 0.007
H -0.15544 -2.82064 1.83015 -0.010 -0.010 -0.063
H 0.64902 -3.69010 3.11712 0.001 0.003 -0.017
H 1.58352 -2.56168 2.11106 0.062 0.005 -0.029
O -1.02561 -0.45426 0.07018 0.008 0.019 0.215
As 0.25356 -0.30223 -0.96489 -0.084 0.166 -0.362
C -0.36224 -0.46170 -2.77890 -0.077 0.027 0.056
C 0.30539 -1.22474 -3.72449 0.170 -0.052 -0.011
C -0.17884 -1.28516 -5.02409 0.007 -0.026 -0.018
C -1.32840 -0.59170 -5.36835 -0.018 0.007 0.038
C -1.99932 0.16468 -4.41673 0.011 -0.023 -0.020
C -1.51914 0.23236 -3.11995 -0.009 0.021 -0.007
C 1.62949 -1.60162 -0.77504 -0.019 0.019 0.122
C 1.27076 -2.93377 -0.92552 -0.111 0.017 -0.005
C 2.25056 -3.90803 -0.79954 0.022 -0.028 0.003
C 3.56345 -3.54621 -0.54160 -0.001 0.011 -0.001
C 3.90746 -2.20805 -0.38419 0.039 0.011 0.007
C 2.93544 -1.22686 -0.48850 0.046 0.042 -0.012
C 0.87999 1.50487 -0.84483 -0.002 -0.081 0.021
C 0.28797 2.32569 0.10416 0.018 0.010 0.011
C 0.63259 3.66663 0.15824 0.019 0.035 0.016
C 1.57796 4.17348 -0.72291 -0.004 -0.016 -0.001
C 2.17046 3.34764 -1.66783 0.003 0.006 -0.002
C 1.81283 2.00902 -1.73880 0.029 -0.046 -0.098
H 1.19265 -1.78736 -3.45305 -0.054 0.039 -0.005
H 0.33324 -1.89148 -5.76016 0.012 -0.013 -0.015
H -1.71655 -0.65758 -6.37617 -0.008 0.005 -0.050
H -2.91214 0.68602 -4.67085 -0.015 0.016 0.000
H -2.07611 0.78940 -2.37501 0.034 -0.014 -0.057
H 0.23157 -3.22724 -1.07208 0.025 -0.011 0.007
H 1.96904 -4.94802 -0.88450 -0.022 -0.059 0.001
H 4.32421 -4.31043 -0.44327 0.021 -0.026 0.006
H 4.92941 -1.93139 -0.15554 0.002 -0.002 0.001
H 3.18038 -0.18636 -0.30845 -0.027 -0.046 -0.023
H -0.43739 1.91093 0.79108 -0.020 -0.022 0.035
H 0.15762 4.30962 0.88716 -0.036 0.025 0.038
H 1.84609 5.22054 -0.68032 0.005 0.051 0.000
H 2.89683 3.74981 -2.36146 0.033 0.009 -0.028
H 2.24816 1.36916 -2.50132 -0.022 0.026 0.044
```
Forces are in eV/Å.

gap between HOMO and LUMO	5.46	eV
LUMO level	3.82	eV
highest occupied orbital energy	-0.060	Ha
relative energy (zero: lowest compared OMol25 entry of this formula, charge and spin)	0.0	kJ/mol
net charge	-2

natural (NBO) population analysis, charges in e, atoms 1 to 8: atom 1 (Al): 1.7040, atom 2 (O): -0.5433, atom 3 (C): 0.3855, atom 4 (C): 0.3520, atom 5 (O): -0.5768, atom 6 (C): 0.2871, atom 7 (C): 0.2382, atom 8 (O): -0.7576

=====

Formula: C4H4FN
Source: OMol25
Level of theory: ωB97M-V with the def2-TZVPD basis set

The geometry in XYZ format:
```
10
Properties=species:S:1:pos:R:3:forces:R:3
F 0.31204 1.24776 -2.22318 -1.128 -1.840 1.720
C 0.04013 0.42252 -1.10068 1.572 0.860 -1.107
C 1.06657 -0.26825 -0.42426 2.240 -1.941 2.721
C 0.48442 -0.74892 0.76511 1.099 0.945 0.222
N -0.80374 -0.27104 0.82066 -1.343 0.121 5.089
C -1.11244 0.30435 -0.36367 -1.084 3.261 -1.868
H 2.21610 -0.45893 -0.37472 -2.316 0.752 -1.421
H 0.96923 -1.26748 1.65689 -0.835 0.929 -1.539
H -1.12124 0.19219 1.91365 0.760 -2.158 -4.809
H -2.05108 0.84780 -0.66981 1.034 -0.928 0.992
```
Forces are in eV/Å.

SMILES	Fc1cc[nH]c1
gap between HOMO and LUMO	9.10	eV
LUMO level	0.48	eV
highest occupied orbital energy	-0.317	Ha
relative energy (zero: lowest compared OMol25 entry of this formula, charge and spin)	185.5	kJ/mol

natural (NBO) population analysis, charges in e, atoms 1 to 8: atom 1 (F): -0.3351, atom 2 (C): 0.3211, atom 3 (C): -0.3732, atom 4 (C): -0.0631, atom 5 (N): -0.5365, atom 6 (C): -0.1535, atom 7 (H): 0.2515, atom 8 (H): 0.2193

=====

Formula: C22H17BF5N
Source: OMol25
Level of theory: ωB97M-V with the def2-TZVPD basis set

The geometry in XYZ format:
```
46
Properties=species:S:1:pos:R:3:forces:R:3
F -2.62738 4.83343 -2.68356 0.162 -0.943 -0.030
C -2.35085 3.50809 -2.67807 0.493 0.088 0.068
C -3.37838 2.57835 -2.70804 -0.358 0.371 -0.040
C -3.09588 1.22676 -2.71404 -0.200 -0.150 -0.035
C -1.79690 0.79678 -2.65474 0.368 -0.298 0.075
C -0.72561 1.71362 -2.60582 -0.026 -0.007 0.003
C 0.57417 1.16178 -2.54197 -0.362 0.350 -0.140
C 1.87425 1.71234 -2.61233 0.465 0.160 -0.016
C 2.94376 0.79368 -2.66446 -0.496 -0.203 0.065
C 4.24312 1.22125 -2.73097 0.174 -0.087 -0.019
C 4.52819 2.57221 -2.72745 0.333 0.456 -0.054
C 3.50260 3.50385 -2.69363 -0.308 0.020 0.087
F 3.78290 4.82845 -2.69445 -0.163 -0.928 -0.047
C 2.19522 3.08271 -2.65128 0.015 0.580 -0.047
C -1.04421 3.08449 -2.64022 -0.125 0.771 -0.044
H -4.39266 2.93296 -2.73689 -0.287 0.053 0.009
H -3.89509 0.50620 -2.76102 -0.134 -0.039 0.062
H -1.57712 -0.25835 -2.66136 -0.009 -0.182 0.093
H 0.57373 0.08974 -2.44896 -0.013 -0.377 -0.030
H 2.72174 -0.26098 -2.66833 -0.017 -0.177 0.072
H 5.04060 0.49934 -2.78350 0.141 -0.037 0.021
H 5.54272 2.92509 -2.76409 0.284 0.066 -0.004
H 1.44692 3.84588 -2.65846 -0.132 0.185 0.098
H -0.29462 3.84641 -2.64403 0.121 0.191 0.092
C 2.45569 -2.86979 3.96775 -0.283 0.230 -0.527
N 1.46261 -2.41288 3.00232 0.187 -0.075 0.165
C 1.74923 -1.86168 1.76839 -0.200 -0.035 0.163
C 0.58494 -1.53668 1.13457 0.253 0.055 -0.101
C -0.48150 -1.89475 1.99534 -0.367 -0.045 0.092
C 0.07904 -2.44462 3.16487 -0.006 0.263 -0.574
C -0.74272 -2.89351 4.20728 0.899 -0.091 0.113
C -2.09774 -2.78088 4.05698 0.422 0.077 -0.230
C -2.64816 -2.23012 2.89627 -1.181 0.024 0.143
B -4.24602 -2.13709 2.76798 1.061 -0.136 0.304
F -4.54656 -1.11878 1.86811 -0.706 0.718 -0.721
F -4.69987 -3.36632 2.29966 -0.750 -0.684 -0.352
F -4.76376 -1.86365 4.03070 -0.764 0.181 0.622
C -1.87539 -1.78977 1.86715 1.290 -0.123 0.199
H 1.97570 -3.25326 4.86499 -0.104 0.051 -0.114
H 3.05633 -3.66032 3.52418 0.111 -0.127 0.060
H 3.10327 -2.04034 4.24219 0.113 0.036 0.128
H 2.74582 -1.71834 1.38664 0.235 -0.159 0.332
H 0.48097 -1.08760 0.16138 0.109 0.028 -0.139
H -0.30813 -3.31133 5.09881 0.081 -0.140 0.291
H -2.76159 -3.10907 4.83894 -0.108 -0.043 0.149
H -2.31339 -1.36332 0.98318 -0.218 0.131 -0.243
```
Forces are in eV/Å.

gap between HOMO and LUMO	2.14	eV
LUMO level	-4.48	eV
highest occupied orbital energy	-0.243	Ha
relative energy (zero: lowest compared OMol25 entry of this formula, charge and spin)	67.5	kJ/mol

natural (NBO) population analysis, charges in e, atoms 1 to 8: atom 1 (F): -0.2995, atom 2 (C): 0.3717, atom 3 (C): -0.1428, atom 4 (C): -0.2066, atom 5 (C): -0.0701, atom 6 (C): -0.1718, atom 7 (C): 0.1530, atom 8 (C): -0.1688

=====

Formula: C3H6N2S3
Source: OMol25
Level of theory: ωB97M-V with the def2-TZVPD basis set

The geometry in XYZ format:
```
14
Properties=species:S:1:pos:R:3:forces:R:3
S 1.01473 -2.40378 1.55986 0.513 -1.354 0.565
N 0.39762 -1.11715 0.92505 -3.670 5.048 -0.024
C -0.62296 0.14784 1.68128 2.639 -4.212 -4.486
C -0.44917 1.23992 0.78136 0.205 1.054 -2.046
N 0.41868 0.77406 -0.34066 -0.777 -0.920 0.005
S 0.97211 1.79683 -1.52212 -0.015 0.222 -0.707
C 0.37949 -0.64587 -0.45963 2.422 -2.267 -0.921
S -1.07038 -1.40600 -1.41314 -0.204 0.386 0.000
H -0.37767 -0.13644 2.59758 0.372 -0.083 4.376
H -1.39922 1.51172 0.33263 -0.532 0.336 0.061
H 0.03518 2.14655 1.11025 -0.023 0.307 0.752
H 0.03305 1.83492 -2.55462 0.183 -0.288 0.952
H 1.30223 -1.06911 -1.02353 -1.391 1.037 1.082
H -0.63369 -2.67349 -1.67430 0.277 0.736 0.392
```
Forces are in eV/Å.

SMILES	[S-][N+]1=CCN(S)[C@@H]1S
gap between HOMO and LUMO (alpha / beta)	7.96 / 7.34	eV
LUMO level (alpha / beta)	-0.62 / -0.68	eV
highest occupied orbital energy (alpha / beta)	-0.315 / -0.295	Ha
relative energy (zero: lowest compared OMol25 entry of this formula, charge and spin)	548.2	kJ/mol

natural (NBO) population analysis, charges in e, atoms 1 to 8: atom 1 (S): 0.2012, atom 2 (N): -0.5901, atom 3 (C): 0.0865, atom 4 (C): -0.3483, atom 5 (N): -0.6017, atom 6 (S): 0.2278, atom 7 (C): 0.0127, atom 8 (S): -0.1216

=====

Formula: FNO4S
Source: OMol25
Level of theory: ωB97M-V with the def2-TZVPD basis set

The geometry in XYZ format:
```
7
Properties=species:S:1:pos:R:3:forces:R:3
N -0.41448 -0.70487 0.67714 0.203 -4.817 1.692
O 0.74298 -0.28023 -1.30344 0.910 0.550 0.315
O -0.88428 -1.75032 0.57326 1.066 3.141 0.579
O 0.74257 1.63992 0.29971 0.306 0.335 0.036
O -1.19733 1.04536 -1.08867 -1.799 1.087 -0.188
F 0.91471 -0.74891 1.46342 -1.608 -0.303 -0.430
S 0.09583 0.79905 -0.62142 0.921 0.007 -2.004
```
Forces are in eV/Å.

gap between HOMO and LUMO	9.22	eV
LUMO level	-2.87	eV
highest occupied orbital energy	-0.444	Ha
relative energy (zero: lowest compared OMol25 entry of this formula, charge and spin)	153.6	kJ/mol

List of natural (NBO) charges in e, atom by atom: atom 1 (N): 0.4240, atom 2 (O): -0.8387, atom 3 (O): -0.0651, atom 4 (O): -0.8146, atom 5 (O): -0.8610, atom 6 (F): -0.3151, atom 7 (S): 2.4704

=====

Formula: C18H36BN5O5Si
Source: OMol25
Level of theory: ωB97M-V with the def2-TZVPD basis set

The geometry in XYZ format:
```
66
Properties=species:S:1:pos:R:3:forces:R:3
H 7.48299 -1.76595 0.19172 0.006 -0.034 -0.046
N 6.79661 -1.86566 -0.55460 0.064 -0.033 0.014
C 5.87266 -2.63054 -0.16182 -0.146 -0.011 0.155
N 5.82404 -3.18258 1.15966 -0.186 -0.051 -0.024
N 4.82611 -3.01007 -1.03993 0.347 -0.023 -0.382
C 3.63393 -2.13803 -0.97822 0.097 -0.277 0.322
C 2.55472 -2.67670 -0.04801 -0.063 -0.107 -0.050
C 1.25094 -1.87926 -0.16930 0.112 -0.086 -0.097
C 0.36583 -2.36594 -1.32424 0.233 0.239 -0.025
Si -1.21865 -1.39778 -1.64887 -0.321 -0.319 -0.231
C -2.66111 -2.11456 -0.65232 0.182 0.262 0.173
C -3.84969 -1.13867 -0.64750 -0.096 -0.226 0.044
C -5.21462 -1.69421 -0.15467 0.099 0.068 0.031
C -5.24352 -3.13778 0.34753 -0.216 0.005 0.174
N -6.59973 -3.64971 0.59299 -0.088 0.199 -0.262
N -0.95482 0.30668 -1.36672 -0.266 -0.179 0.307
C -0.81690 0.79839 0.01442 0.077 0.282 -0.188
C 0.28365 1.84751 0.13533 -0.359 0.206 -0.218
B -1.69621 -1.54857 -3.62613 -0.120 -0.240 -0.218
C -0.85462 -2.43019 -4.62172 0.143 0.254 -0.151
O -2.79492 -0.85111 -4.11613 0.468 0.811 0.533
H 5.52947 -4.15232 1.08215 -0.065 0.057 -0.011
H 5.08997 -2.72785 1.69583 0.149 0.111 0.069
H 5.21862 -2.95446 -1.97281 -0.061 0.107 0.018
H 3.23957 -2.07015 -1.99256 -0.036 0.049 0.018
H 3.93421 -1.13188 -0.66055 -0.122 0.066 -0.124
H 2.91415 -2.66880 0.98467 0.010 0.060 -0.013
H 2.37635 -3.72442 -0.30705 0.000 0.006 0.058
H 1.51670 -0.83514 -0.36196 -0.120 0.069 0.190
H 0.70918 -1.91341 0.77901 -0.021 0.008 -0.030
H 0.15262 -3.43426 -1.20496 -0.111 0.044 0.000
H 0.94987 -2.27677 -2.24920 -0.016 -0.100 -0.002
H -2.93173 -3.06341 -1.12523 0.054 -0.018 0.035
H -2.34133 -2.34205 0.37121 -0.091 -0.102 -0.018
H -3.98618 -0.75377 -1.66222 0.016 0.069 0.043
H -3.58085 -0.28569 -0.02034 0.037 0.037 -0.110
H -5.95990 -1.59333 -0.94982 0.043 -0.056 -0.009
H -5.56492 -1.06321 0.66886 -0.102 -0.009 -0.061
H -4.70479 -3.20920 1.29603 0.182 -0.034 -0.131
H -4.76733 -3.81533 -0.36104 0.043 0.007 0.067
H -7.17160 -2.90016 0.97330 0.030 -0.105 0.144
H -7.03102 -3.86890 -0.30004 0.001 -0.048 0.059
H -1.64959 0.86356 -1.84979 0.171 0.043 -0.162
H -1.75689 1.26618 0.32605 -0.007 -0.160 0.181
H -0.62641 -0.03448 0.69469 0.002 -0.009 -0.021
H 1.19755 1.51155 -0.35598 0.066 -0.057 0.197
H 0.46138 2.13765 1.17128 0.123 -0.175 -0.040
H -0.05308 2.74506 -0.39480 0.111 0.005 -0.040
H 0.15338 -2.00961 -4.73384 -0.004 -0.059 0.022
H -0.70717 -3.44251 -4.23301 -0.008 0.033 0.028
H -1.30556 -2.49534 -5.61567 0.026 -0.038 0.014
H -2.57688 -0.28099 -4.86632 -0.311 -0.588 -0.301
O 1.58024 3.67595 2.56356 0.059 0.050 0.052
C 1.38567 4.83147 2.89784 -0.003 0.007 0.078
C 1.16291 5.27246 4.25535 0.008 -0.087 0.016
C 0.95052 6.57719 4.48218 0.000 -0.008 0.024
O 0.73734 7.09438 5.68021 -0.006 -0.004 0.014
C 0.93210 7.60338 3.36640 0.017 -0.001 -0.127
O 0.71440 8.75567 3.69517 0.004 -0.007 0.062
C 1.16858 7.16297 2.01014 -0.007 0.092 -0.010
C 1.38332 5.85876 1.78312 -0.011 0.004 -0.022
O 1.60482 5.34408 0.58523 -0.005 0.004 -0.012
H 1.17656 4.53521 5.04531 -0.009 0.017 0.013
H 0.61201 8.05550 5.54032 0.003 -0.004 -0.037
H 1.16299 7.90148 1.22129 -0.002 -0.019 -0.014
H 1.71409 4.37969 0.71651 -0.010 0.001 0.030
```
Forces are in eV/Å.

SMILES	[H]/N=C(\N)NCCCC[Si@@](CCCCN)(NCC)B(C)O.O=C1C=C(O)C(=O)C=C1O
gap between HOMO and LUMO	7.28	eV
LUMO level	-1.53	eV
highest occupied orbital energy	-0.324	Ha

natural (NBO) population analysis, charges in e, atoms 1 to 8: atom 1 (H): 0.3493, atom 2 (N): -0.6634, atom 3 (C): 0.5614, atom 4 (N): -0.8773, atom 5 (N): -0.6671, atom 6 (C): -0.2127, atom 7 (C): -0.4019, atom 8 (C): -0.3956

=====

Taking the records one at a time from the top gives E_tot values of -8275.78906 -309.35117 -1427.50998 -1421.78973 -853.59982 -1671.83910 a.u..